(1)
Here is a cluster of 13 separate species, C17H60N10O19 in total from OMol25. Energies are from ωB97M-V/def2-TZVPD.

Last column: Löwdin charge in e.
Atoms and positions in Å:
C  7.59  -10.65  3.62  -0.742
O  7.30  -10.37  4.77  0.003
N  7.96  -9.86  2.68  0.214
N  7.56  -11.82  3.09  0.208
H  8.10  -10.25  1.77  0.077
H  8.06  -8.87  2.90  0.107
H  7.60  -11.96  2.09  0.056
H  7.31  -12.53  3.77  0.110
C  7.19  -11.92  -0.62  -0.752
O  7.65  -11.57  0.45  -0.012
N  7.99  -12.07  -1.63  0.196
N  5.96  -12.13  -0.88  0.215
H  8.92  -12.24  -1.28  0.107
H  7.68  -12.17  -2.58  0.131
H  5.40  -12.28  -0.05  0.068
H  5.67  -12.53  -1.76  0.130
C  8.11  -11.93  7.99  -0.742
O  7.48  -12.77  7.44  0.096
N  8.71  -11.96  9.13  0.197
N  8.11  -10.68  7.54  0.130
H  9.00  -11.05  9.44  0.116
H  8.93  -12.85  9.56  0.137
H  7.79  -10.64  6.59  0.057
H  8.22  -9.82  8.06  0.115
C  4.02  -12.15  2.60  -0.732
O  4.77  -12.44  1.69  0.016
N  2.94  -11.41  2.43  0.173
N  4.15  -12.58  3.85  0.192
H  3.00  -10.95  1.54  0.119
H  2.20  -11.30  3.11  0.120
H  4.99  -13.11  4.02  0.074
H  3.50  -12.31  4.58  0.114
C  11.68  -9.46  6.65  -0.564
O  12.89  -9.47  6.86  0.377
N  10.82  -8.70  7.29  0.241
N  11.13  -10.12  5.68  0.300
H  11.15  -8.07  8.02  0.148
H  9.88  -8.54  6.95  0.074
H  11.74  -10.71  5.12  0.160
H  10.19  -9.90  5.40  0.120
C  6.70  -15.74  1.25  -0.244
C  6.84  -15.86  2.79  -0.225
O  7.09  -17.21  3.25  -0.071
O  7.94  -15.75  0.61  -0.050
H  6.09  -14.86  1.09  0.106
H  6.12  -16.62  0.96  0.116
H  5.92  -15.55  3.28  0.096
H  7.60  -15.20  3.20  0.101
H  6.70  -17.81  2.61  0.071
H  8.38  -16.59  0.73  0.099
C  5.08  -8.07  1.40  -0.182
C  4.56  -8.06  2.90  -0.211
O  5.26  -7.07  3.68  -0.087
O  4.60  -6.81  0.85  -0.079
H  4.77  -8.88  0.75  0.105
H  6.17  -8.04  1.40  0.091
H  4.41  -9.02  3.40  0.093
H  3.54  -7.70  3.00  0.109
H  5.04  -7.15  4.61  0.078
H  5.20  -6.53  0.15  0.078
C  8.20  -7.19  6.06  -0.173
C  9.14  -5.97  6.39  -0.241
O  8.93  -5.24  7.56  -0.031
O  8.91  -8.14  5.31  -0.128
H  7.44  -6.67  5.47  0.115
H  7.83  -7.78  6.90  0.113
H  9.27  -5.28  5.56  0.110
H  10.19  -6.25  6.49  0.101
H  9.61  -5.52  8.18  0.083
H  8.37  -8.88  5.03  0.023
C  9.42  -8.89  -1.06  -0.221
C  10.63  -9.07  -1.99  -0.221
O  11.60  -8.03  -1.84  -0.062
O  8.73  -7.66  -1.32  -0.073
H  9.71  -8.97  -0.01  0.103
H  8.63  -9.64  -1.14  0.093
H  10.45  -9.09  -3.06  0.126
H  11.10  -10.03  -1.77  0.099
H  11.62  -7.82  -0.91  0.077
H  9.37  -6.99  -1.57  0.073
C  9.32  -5.69  2.26  -0.194
C  8.23  -4.67  2.65  -0.245
O  8.41  -3.38  2.09  -0.069
O  10.59  -5.28  2.84  -0.065
H  9.35  -5.84  1.18  0.113
H  8.89  -6.56  2.75  0.090
H  8.11  -4.58  3.73  0.101
H  7.22  -4.88  2.27  0.116
H  7.67  -2.80  2.26  0.089
H  10.92  -4.74  2.13  0.080
C  10.22  -13.49  2.05  -0.227
C  10.77  -12.25  1.43  -0.262
O  10.89  -12.48  0.06  -0.073
O  11.30  -14.44  1.99  -0.061
H  9.32  -13.90  1.59  0.098
H  9.82  -13.33  3.05  0.105
H  11.78  -11.95  1.71  0.127
H  10.08  -11.41  1.48  0.088
H  11.80  -12.28  -0.19  0.092
H  11.69  -14.49  1.11  0.078
O  6.38  -14.29  5.61  -0.060
H  5.92  -15.06  5.94  0.049
H  6.73  -13.86  6.39  -0.030
O  5.47  -9.86  7.06  -0.049
H  4.96  -10.53  6.60  0.030
H  6.31  -10.28  7.24  -0.040

* gap between HOMO and LUMO (alpha / beta): 9.0 / 3.0 eV
* E: -72395.720 eV
* ⟨S²⟩: 0.76
* spin multiplicity: 2
* lowest unoccupied orbital energy (alpha / beta): -2.68 / -8.65 eV
* total charge: +1
* HOMO level (alpha / beta): -11.646 / -11.646 eV

(2)
Here is a structure of composition C17H8Br4N2O5PdS from OMol25. Energies are from ωB97M-V/def2-TZVPD.

Last column: Löwdin charge in e.
Atoms and positions in Å:
Pd  -0.54  0.03  -0.76  1.069
Br  -2.09  -6.67  1.49  0.707
C  -2.00  -4.80  1.35  -0.753
C  -2.54  -4.00  2.37  -0.753
Br  -3.32  -4.81  3.88  0.708
C  -2.49  -2.62  2.26  -0.636
Br  -3.17  -1.50  3.62  0.779
C  -1.95  -1.97  1.13  -0.388
O  -1.98  -0.72  0.96  -0.062
C  -1.32  -2.81  0.10  -0.392
O  -0.76  -2.26  -0.88  -0.088
C  -1.40  -4.21  0.25  -0.642
Br  -0.61  -5.25  -1.11  0.763
O  2.18  1.18  2.24  0.004
C  1.27  1.05  1.43  -0.639
O  1.27  0.16  0.50  -0.083
C  0.08  1.94  1.50  -0.244
C  -0.01  2.94  2.47  -0.043
C  -1.12  3.74  2.54  -0.132
C  -2.17  3.52  1.61  -0.122
C  -2.02  2.53  0.67  -0.198
N  -0.93  1.77  0.60  -0.088
H  0.83  3.04  3.15  0.109
H  -1.21  4.52  3.28  0.075
H  -3.07  4.12  1.64  0.077
H  -2.79  2.34  -0.07  0.103
O  0.35  -0.48  -2.73  -0.233
N  1.52  0.10  -2.86  -0.217
C  2.60  -0.62  -3.27  -0.009
C  3.81  -0.03  -3.47  -0.070
C  3.96  1.35  -3.25  -0.057
C  2.85  2.08  -2.82  -0.088
C  1.64  1.45  -2.61  -0.657
S  0.24  2.25  -2.02  0.754
H  2.41  -1.68  -3.41  0.138
H  4.64  -0.63  -3.79  0.101
H  4.91  1.83  -3.39  0.101
H  2.92  3.13  -2.62  0.105

* gap between HOMO and LUMO (alpha / beta): 3.8 / 6.0 eV
* E: -325457.928 eV
* ⟨S²⟩: 8.80
* spin multiplicity: 6
* lowest unoccupied orbital energy (alpha / beta): 2.12 / 0.36 eV
* total charge: -1
* HOMO level (alpha / beta): -1.718 / -5.602 eV

(3)
Here is a structure of composition C17H9Cl2F18N4O5PbS4 from OMol25. Energies are from ωB97M-V/def2-TZVPD.

Last column: Löwdin charge in e.
Atoms and positions in Å:
Pb  0.74  0.13  0.01  1.264
F  -3.81  -4.01  -0.03  0.142
C  -3.38  -2.80  0.30  -0.684
F  -3.75  -1.93  -0.63  0.147
F  -3.94  -2.45  1.47  0.136
S  -1.55  -2.79  0.53  0.579
O  -1.24  -1.40  0.77  -0.431
O  -1.28  -3.72  1.58  -0.263
N  -1.17  -3.28  -0.92  -0.286
S  0.29  -3.42  -1.44  0.534
O  0.30  -3.57  -2.87  -0.287
O  1.22  -2.48  -0.85  -0.449
C  0.88  -5.07  -0.83  -0.670
F  1.40  -4.98  0.39  0.133
F  1.82  -5.54  -1.66  0.122
F  -0.13  -5.95  -0.80  0.140
F  -1.28  1.56  -4.99  0.124
C  -2.41  1.67  -4.27  -0.603
F  -3.05  0.50  -4.36  0.134
F  -3.18  2.58  -4.90  0.113
C  -2.14  2.07  -2.84  -0.120
C  -2.75  3.19  -2.32  0.001
C  -2.51  3.57  -1.01  -0.042
C  -1.63  2.81  -0.27  -0.111
N  -1.03  1.73  -0.77  -0.079
C  -1.28  1.31  -2.02  -0.665
S  -0.54  -0.19  -2.46  0.643
H  -3.42  3.77  -2.94  0.121
H  -2.98  4.44  -0.57  0.105
H  -1.37  3.06  0.75  0.094
Cl  1.80  -2.30  2.30  0.574
C  1.04  -1.97  3.77  -0.484
Cl  0.10  1.70  3.40  1.265
H  1.62  -1.45  4.51  -0.015
H  -0.03  -2.13  3.80  -0.005
F  2.53  3.11  2.62  0.152
C  1.45  3.87  2.74  -0.634
F  1.84  5.08  3.19  0.136
F  1.00  4.08  1.46  0.095
C  0.39  3.34  3.63  -0.249
O  -0.56  1.36  2.11  -0.558
C  -0.44  4.22  4.47  -0.610
F  -1.64  3.68  4.79  0.112
F  -0.72  5.41  3.88  0.124
F  0.14  4.54  5.65  0.130
C  -1.03  1.22  4.61  -0.513
F  -2.15  0.66  4.27  0.158
F  -0.72  1.33  5.87  0.158
F  2.06  0.59  3.55  -0.659
S  2.91  1.45  -1.75  0.537
C  3.28  -0.09  -2.35  -0.866
N  2.45  -0.65  -3.28  0.046
C  2.60  -1.89  -3.77  -0.071
C  3.69  -2.62  -3.38  -0.037
C  4.54  -2.00  -2.46  -0.106
N  4.36  -0.80  -1.96  0.084
H  1.58  -0.14  -3.46  0.039
H  1.82  -2.25  -4.42  0.132
H  3.84  -3.63  -3.73  0.109
H  5.41  -2.53  -2.10  0.115

* gap between HOMO and LUMO (alpha / beta): 6.7 / 7.4 eV
* E: -156514.022 eV
* lowest unoccupied orbital energy (alpha / beta): 1.69 / 1.68 eV
* total charge: -1
* ΔE to the lowest compared entry with this formula, charge and spin: 1.4033 eV
* HOMO level (alpha / beta): -5.018 / -5.701 eV

(4)
Here is a structure of composition C17H9F3N3O3S2 from OMol25. Energies are from ωB97M-V/def2-TZVPD.

Last column: Löwdin charge in e.
Atoms and positions in Å:
C  0.63  -0.02  3.05  -0.318
C  -0.34  -0.51  3.96  -0.408
N  -1.14  -0.80  4.77  0.109
C  0.29  -0.08  1.66  -0.228
C  1.24  0.05  0.60  -0.038
C  0.85  -0.02  -0.73  -0.050
C  -0.50  -0.26  -1.05  -0.277
C  -0.96  -0.22  -2.41  -0.218
N  -1.38  -0.15  -3.51  0.098
C  -1.43  -0.51  -0.03  -0.046
C  -1.05  -0.42  1.30  -0.032
H  1.70  -0.09  3.25  0.056
H  2.29  0.18  0.85  0.103
H  1.60  0.05  -1.52  0.109
H  -2.44  -0.83  -0.27  0.114
H  -1.76  -0.66  2.09  0.100
F  0.29  2.48  7.00  0.048
C  1.33  2.73  6.11  -0.797
F  1.36  4.04  5.80  0.078
F  2.48  2.40  6.73  0.062
S  1.06  1.60  4.68  1.123
N  2.29  2.29  3.56  -0.343
C  1.82  3.10  2.52  -0.467
O  0.70  3.58  2.49  0.096
C  2.91  3.16  1.51  -0.131
C  4.07  2.49  1.87  -0.221
C  5.07  2.18  0.94  -0.031
C  4.89  2.57  -0.40  -0.063
C  3.71  3.23  -0.78  -0.058
C  2.75  3.57  0.18  0.006
S  3.97  1.91  3.53  0.704
O  4.64  2.72  4.50  -0.266
O  4.14  0.48  3.50  -0.277
H  5.96  1.65  1.25  0.118
H  5.66  2.36  -1.15  0.107
H  3.58  3.52  -1.83  0.109
H  1.91  4.23  -0.04  0.131

* gap between HOMO and LUMO: 5.7 eV
* E: -58210.535 eV
* lowest unoccupied orbital energy: 1.79 eV
* total charge: -1
* ΔE to the lowest compared entry with this formula, charge and spin: 0.9965 eV
* HOMO level: -3.862 eV

(5)
Here is a structure of composition C18H10BrN4O4Pt from OMol25. Energies are from ωB97M-V/def2-TZVPD.

Last column: Löwdin charge in e.
Atoms and positions in Å:
Pt  0.56  0.55  -0.05  1.336
O  -1.78  6.64  2.96  0.133
N  -2.56  5.77  3.17  -0.331
O  -3.52  5.73  3.86  0.180
C  -2.26  4.46  2.43  0.001
C  -3.15  3.45  2.64  0.114
C  -2.94  2.16  2.07  -0.076
C  -3.85  1.09  2.22  0.098
C  -3.52  -0.14  1.67  0.044
C  -2.30  -0.29  1.00  -0.031
N  -1.45  0.71  0.84  0.007
C  -1.75  1.92  1.34  -0.126
C  -0.84  3.01  1.10  -0.116
N  0.26  2.75  0.38  0.040
C  1.12  3.70  0.08  -0.034
C  0.91  5.03  0.47  0.053
C  -0.20  5.32  1.23  0.093
C  -1.10  4.32  1.61  -0.014
H  -4.02  3.60  3.26  0.157
H  -4.79  1.24  2.73  0.159
H  -4.19  -0.99  1.76  0.148
H  -2.04  -1.25  0.57  0.147
H  2.00  3.44  -0.50  0.148
H  1.62  5.79  0.18  0.150
H  -0.37  6.35  1.54  0.141
Br  0.80  0.10  -3.00  0.956
C  2.32  -0.71  -2.15  -0.641
C  3.42  -1.30  -2.75  0.008
C  4.41  -1.81  -1.92  0.072
C  4.29  -1.75  -0.52  0.076
C  3.16  -1.13  -0.06  -0.093
N  2.22  -0.62  -0.81  -0.080
C  2.87  -0.86  1.64  -0.523
O  3.68  -1.43  2.28  0.332
O  1.90  -0.13  1.74  0.008
H  3.51  -1.35  -3.83  0.150
H  5.29  -2.28  -2.35  0.158
H  5.04  -2.16  0.14  0.156

* gap between HOMO and LUMO (alpha / beta): 3.8 / 3.8 eV
* E: -106229.824 eV
* lowest unoccupied orbital energy (alpha / beta): -15.16 / -15.16 eV
* total charge: +3
* ΔE to the lowest compared entry with this formula, charge and spin: 3.7154 eV
* HOMO level (alpha / beta): -18.996 / -18.996 eV

(6)
Here is a structure of composition C18H10Cl2MoN5O4 from OMol25. Energies are from ωB97M-V/def2-TZVPD.

Last column: Löwdin charge in e.
Atoms and positions in Å:
Mo  0.03  0.71  -0.18  1.634
Cl  -3.86  -2.03  -5.14  0.710
C  -2.49  -1.60  -4.18  -0.674
C  -2.72  -1.01  -2.94  -0.028
C  -1.64  -0.65  -2.16  -0.193
N  -1.68  -0.05  -0.86  -0.086
C  -2.83  0.00  -0.11  -0.428
O  -3.95  -0.29  -0.45  0.119
C  -2.58  0.47  1.30  -0.176
C  -3.62  0.61  2.19  0.035
C  -3.34  1.05  3.48  -0.007
C  -2.03  1.33  3.83  -0.025
C  -1.04  1.16  2.88  -0.099
N  -1.31  0.74  1.64  -0.030
C  -0.33  -0.88  -2.61  -0.195
C  -0.11  -1.47  -3.84  -0.030
C  -1.20  -1.83  -4.63  -0.675
Cl  -0.90  -2.56  -6.15  0.708
N  0.66  -0.45  -1.67  -0.079
C  1.99  -0.80  -1.79  -0.430
O  2.52  -1.38  -2.70  0.121
C  2.81  -0.39  -0.59  -0.181
C  4.16  -0.66  -0.54  0.032
C  4.87  -0.25  0.58  -0.008
C  4.21  0.43  1.60  -0.026
C  2.86  0.65  1.48  -0.102
N  2.17  0.25  0.40  -0.031
H  -3.73  -0.84  -2.61  0.104
H  -4.62  0.37  1.86  0.133
H  -4.14  1.16  4.20  0.125
H  -1.78  1.67  4.82  0.119
H  0.00  1.37  3.11  0.104
H  0.89  -1.66  -4.20  0.103
H  4.61  -1.18  -1.36  0.133
H  5.93  -0.45  0.65  0.125
H  4.74  0.77  2.48  0.119
H  2.30  1.17  2.24  0.104
O  0.69  4.32  -1.80  0.268
N  1.12  3.32  -1.66  0.196
O  0.15  2.44  -0.42  -0.491

* gap between HOMO and LUMO: 5.1 eV
* E: -61363.197 eV
* lowest unoccupied orbital energy: -5.57 eV
* total charge: +1
* HOMO level: -10.687 eV

total charge of number 1 (C17H60N10O19)? +1